This record from the Open Molecules 2025 dataset describes a cluster of 6 separate species, C37H86F18NOP5 in total. The level of theory is ωB97M-V with the def2-TZVPD basis set.

- net charge = +1
- electronic energy (Ha) = -5095.74610
- max |F| (eV/Å) = 4.4
- spin multiplicity = 2

Cartesian coordinates (Å):
C -6.38 -5.37 -6.46
C -5.93 -4.45 -5.30
C -4.85 -3.37 -5.50
C -4.66 -2.61 -4.16
P -3.26 -1.36 -4.19
C -3.71 0.16 -5.24
C -3.10 1.49 -4.77
C -2.38 2.21 -5.92
C -1.69 3.52 -5.54
C -1.71 -2.00 -4.76
C -0.61 -0.96 -5.24
C 0.56 -1.89 -5.72
C 1.81 -0.90 -6.09
C -3.13 -0.79 -2.49
C -2.96 -1.93 -1.40
C -2.87 -1.60 0.02
C -1.63 -0.71 0.42
H -5.41 -5.73 -6.81
H -6.92 -5.02 -7.34
H -6.85 -6.30 -6.14
H -5.61 -5.05 -4.45
H -6.79 -3.94 -4.88
H -5.10 -2.67 -6.30
H -3.95 -3.83 -5.90
H -4.56 -3.30 -3.32
H -5.60 -2.14 -3.86
H -4.78 0.26 -5.38
H -3.43 -0.14 -6.26
H -2.45 1.39 -3.89
H -3.89 2.04 -4.26
H -3.21 2.59 -6.52
H -1.78 1.54 -6.54
H -2.31 4.35 -5.90
H -0.75 3.72 -6.05
H -1.49 3.86 -4.52
H -1.99 -2.68 -5.56
H -1.39 -2.61 -3.92
H -0.31 -0.30 -4.43
H -1.08 -0.22 -5.88
H 0.35 -2.64 -6.48
H 0.91 -2.48 -4.87
H 2.79 -1.35 -5.97
H 1.64 -0.04 -5.44
H 1.67 -0.51 -7.10
H -3.85 -0.01 -2.20
H -2.26 -0.13 -2.51
H -2.10 -2.55 -1.65
H -3.86 -2.54 -1.48
H -2.94 -2.36 0.80
H -3.74 -1.07 0.41
H -1.89 -0.16 1.33
H -1.47 0.09 -0.30
H -0.69 -1.24 0.54
C 0.69 2.33 1.51
C 1.10 2.17 3.00
C 0.71 0.78 3.57
C 1.04 0.73 5.07
P -0.01 -0.34 6.01
C 0.20 -0.37 7.83
C 1.10 -1.51 8.36
C 2.53 -1.08 8.26
C 2.98 -0.30 9.50
C -1.74 0.32 5.77
C -1.76 1.70 6.41
C -3.19 2.23 6.86
C -3.37 3.59 7.51
C 0.00 -2.11 5.32
C -0.43 -2.27 3.90
C -0.40 -3.70 3.36
C -0.14 -4.00 1.88
H -0.11 3.00 1.21
H 0.73 1.41 0.92
H 1.42 2.96 0.98
H 0.62 2.97 3.57
H 2.18 2.34 3.02
H 1.34 0.06 3.05
H -0.33 0.57 3.35
H 1.08 1.75 5.45
H 2.03 0.35 5.31
H -0.78 -0.27 8.31
H 0.66 0.51 8.28
H 0.96 -2.51 7.94
H 0.99 -1.64 9.44
H 2.58 -0.58 7.28
H 3.11 -1.99 8.14
H 2.40 0.60 9.69
H 4.03 -0.04 9.43
H 2.98 -0.97 10.36
H -2.36 -0.33 6.38
H -2.05 0.46 4.74
H -1.38 2.37 5.64
H -1.08 1.80 7.26
H -3.74 1.50 7.45
H -3.80 2.23 5.95
H -2.69 3.59 8.36
H -4.42 3.75 7.77
H -3.07 4.33 6.77
H -0.63 -2.60 6.06
H 1.06 -2.32 5.45
H 0.11 -1.63 3.20
H -1.44 -1.90 3.80
H -1.28 -4.25 3.68
H 0.40 -4.32 3.78
H -0.18 -5.07 1.68
H 0.71 -3.51 1.42
H -1.00 -3.49 1.45
C 5.84 0.49 -1.09
N 4.77 -0.70 -0.88
C 5.53 -1.80 -0.26
C 3.83 -0.06 0.09
C 4.08 -1.01 -2.25
C 3.01 -2.16 -2.33
O 1.90 -1.94 -1.42
H 6.32 0.64 -0.12
H 5.29 1.37 -1.41
H 6.56 0.04 -1.77
H 4.84 -2.58 0.04
H 5.92 -1.41 0.68
H 6.32 -2.09 -0.96
H 4.31 0.09 1.06
H 3.00 -0.66 0.47
H 3.38 0.84 -0.33
H 4.91 -1.26 -2.91
H 3.68 -0.04 -2.57
H 3.65 -3.00 -2.06
H 2.57 -2.33 -3.31
H 1.34 -1.19 -1.66
P 5.20 3.22 -4.38
F 4.43 1.80 -4.55
F 4.79 3.41 -2.89
F 6.51 2.35 -4.07
F 6.06 4.56 -4.17
F 5.52 3.27 -6.07
F 3.87 4.03 -4.78
P 1.08 6.56 0.91
F 0.29 5.65 2.00
F 1.67 7.52 2.04
F 2.48 5.79 1.08
F 1.90 7.39 -0.32
F 0.63 5.43 -0.16
F -0.32 7.28 0.58
P 1.13 2.17 -2.48
F 1.16 0.84 -1.58
F 2.57 2.46 -2.04
F 1.75 1.16 -3.66
F 1.23 3.33 -3.49
F -0.41 1.78 -2.86
F 0.62 3.22 -1.39